Formula: CH3BrNO3S
Source: OMol25
Level of theory: ωB97M-V/def2-TZVPD

The value obtained for the energy above the lowest of the compared OMol25 structures with the same formula, charge and spin is 0.00 kcal/mol. Its SMILES is O=S(=O)([O-])CNBr. The value obtained for the strongest force on any atom is 5.78 eV/A. For the HOMO-LUMO gap, the calculation gives 0.3039 hartree. For the total energy, the calculation gives -89596.0948 eV. The calculation puts the HOMO energy at -4.92 eV.

Geometry as ORCA input:
```
! RIJCOSX wB97M-V def2-TZVPD def2/J DEFGRID3
* xyz -1 1
C 0.0614 -0.0833 0.2973
N -0.9445 0.0927 -1.0466
O 1.5386 -1.8365 -0.8048
O 2.5976 -0.1770 0.5569
O 1.8859 0.4663 -1.6433
S 1.6709 -0.4334 -0.5272
Br -1.3388 -1.6112 -1.6007
H -0.3224 -0.8140 0.9589
H 0.2981 0.8556 0.7669
H -0.2912 0.3918 -1.6688
*
```

=====

Formula: CH5NO2
Source: OMol25
Level of theory: ωB97M-V/def2-TZVPD

The value obtained for the energy above the lowest of the compared OMol25 structures with the same formula, charge and spin is 16.29 kcal/mol. Its SMILES is NC=O.O. The value obtained for the strongest force on any atom is 5.63 eV/A. For the HOMO-LUMO gap, the calculation gives 0.4024 hartree. For the total energy, the calculation gives -6703.0055 eV. The calculation puts the HOMO energy at -10.12 eV.

Geometry as ORCA input:
```
! RIJCOSX wB97M-V def2-TZVPD def2/J DEFGRID3
* xyz 0 1
O 1.6492 -0.4186 1.2843
C 0.5545 -0.6820 0.9265
N 0.0000 0.0000 0.0000
H -0.1284 -1.3890 1.4570
H 0.4973 0.7676 -0.4582
H -0.8813 -0.3434 -0.3898
O 5.6614 -1.4224 2.8683
H 4.9429 -1.3876 2.1969
H 6.1148 -0.5525 2.7916
*
```

=====

Formula: C10H16
Source: OMol25
Level of theory: ωB97M-V/def2-TZVPD

The value obtained for the energy above the lowest of the compared OMol25 structures with the same formula, charge and spin is 10.91 kcal/mol. The value obtained for the strongest force on any atom is 0.93 eV/A. For the HOMO-LUMO gap (spin up / spin down), the calculation gives 0.0946 / 0.2692 hartree. For the total energy, the calculation gives -10627.8375 eV. The calculation puts the HOMO energy (spin up / spin down) at 1.00 / -3.84 eV. The expectation value of S² is 0.757.

Geometry as ORCA input:
```
! RIJCOSX wB97M-V def2-TZVPD def2/J DEFGRID3
* xyz -1 2
C -1.8371 -1.0243 2.6850
C -2.6722 -2.3035 2.9586
C -0.6776 -1.2045 1.7099
H -1.5025 -0.5874 3.6315
H -2.5695 -0.2859 2.3681
H -2.2778 -3.2050 2.4854
H -2.6508 -2.5497 4.0276
H -0.3190 -2.2331 1.7460
H -3.7194 -2.1555 2.7018
H 0.1481 -0.5901 2.0345
H -0.8888 -0.9494 0.6784
C -0.7738 -0.3836 -2.5208
C 1.4113 2.4437 -1.2788
C 2.2540 1.7589 -0.3553
C 0.3191 1.7249 -1.7967
C 0.2117 0.3613 -1.6653
C 2.1494 0.3965 -0.1849
C 1.1578 -0.3321 -0.8676
H 1.5662 3.4980 -1.4578
H 2.9155 2.3798 0.2466
H -0.4548 2.2624 -2.3445
H 2.9348 -0.0193 0.4425
H -1.1467 -1.2971 -2.0461
H -0.2696 -0.7461 -3.4288
H 1.0103 -1.3938 -0.7137
H -1.6008 0.2732 -2.7693
*
```

=====

Formula: C52H130N8O5
Source: OMol25
Level of theory: ωB97M-V/def2-TZVPD

The value obtained for the strongest force on any atom is 11.73 eV/A. For the HOMO-LUMO gap, the calculation gives 0.0245 hartree. For the total energy, the calculation gives -78048.3694 eV. The calculation puts the HOMO energy at -14.40 eV.

Geometry as ORCA input:
```
! RIJCOSX wB97M-V def2-TZVPD def2/J DEFGRID3
* xyz 8 1
C 2.6464 -5.9434 -7.0918
C 2.4397 -6.6936 -5.8556
C 3.6364 -6.8414 -4.9484
N 3.3255 -6.6247 -3.4722
C 3.0230 -5.1125 -3.3496
C 4.4360 -7.0722 -2.5664
C 4.0495 -8.4958 -2.4525
C 2.7380 -8.7032 -2.7218
C 2.2078 -7.4045 -2.9565
H 1.9717 -5.9946 -7.9361
H 5.5485 -6.5472 -16.5248
H 3.1892 -5.0148 -7.0741
H 1.5207 -7.2338 -5.5146
H 1.8413 -5.6379 -5.9279
H 4.3576 -6.0450 -5.1417
H 4.0793 -7.7463 -5.3614
H 2.1687 -4.8300 -3.9630
H 3.9415 -4.5486 -3.5538
H 2.6950 -4.8570 -2.3405
H 4.2957 -6.8340 -1.5108
H 5.4718 -6.7107 -2.7237
H 4.6159 -9.5503 -1.5991
H 5.1088 -9.3915 -2.5096
H 2.1240 -9.6506 -2.4234
H 2.7033 -9.9240 -3.4364
H 1.9097 -7.1001 -1.9072
H 1.1749 -7.2408 -3.3708
C -1.5282 -0.9002 6.5603
C -1.8616 -1.2853 8.0017
C -3.3288 -1.7207 7.8829
N -4.0266 -1.8280 9.1768
C -3.3453 -2.8697 10.0369
C -5.4684 -2.2565 8.8714
C -6.3303 -1.8594 10.0896
C -5.4852 -0.8423 10.8894
C -4.3045 -0.5139 9.9327
H -1.9562 0.0628 6.2831
H -1.8303 -1.6532 5.8219
H -0.4395 -0.8415 6.4678
H -1.8658 -0.4251 8.6967
H -1.2043 -2.0461 8.4215
H -3.3770 -2.6657 7.3703
H -3.8549 -0.9835 7.2666
H -3.4164 -3.7934 9.5237
H -3.8909 -2.9481 10.9737
H -2.3391 -2.4692 10.2018
H -5.5719 -3.3083 8.5931
H -5.7449 -1.6642 7.9806
H -6.5976 -2.6533 10.7595
H -7.1971 -1.2815 9.7054
H -5.1631 -1.3323 11.8368
H -6.0632 0.0529 11.0739
H -3.4038 -0.3192 10.5229
H -4.6182 0.2875 9.2393
C 11.1327 0.3927 4.6322
C 9.8213 0.1173 4.3502
C 9.1682 -1.2413 4.8195
N 8.6783 -2.1084 3.7830
C 9.8079 -2.2057 2.7541
C 7.4324 -1.6214 3.1853
C 6.3602 -2.5456 3.6768
C 6.8302 -3.6583 4.3790
C 8.2740 -3.6325 4.3665
H 12.0823 -0.3434 5.0072
H 11.5581 1.3869 4.4466
H 5.2767 10.3114 6.9004
H 16.5013 -1.6487 -0.2517
H 9.2982 0.9754 3.8563
H 8.4778 -0.9341 5.5514
H 9.8900 -1.8851 5.3359
H 10.7194 -2.7486 2.9807
H 9.9010 -1.2524 2.2588
H 9.3326 -2.7128 1.9321
H 7.5451 -1.5697 2.1119
H 7.3120 -0.5573 3.3563
H 5.2775 -2.2707 3.4403
H 8.7070 6.1345 7.6555
H -4.6113 -7.2852 5.0718
H 6.2305 -4.2580 4.8813
H 8.9863 -4.2799 3.7991
H 8.6909 -3.6751 5.4158
C 12.3154 4.8562 -8.3122
C 11.0372 5.0726 -9.0700
C 9.3716 5.6221 -6.7748
O 9.8617 4.7318 -6.0327
C 9.0990 3.4259 -5.6918
N 10.7820 6.3509 -9.7495
H 11.1997 7.1548 -9.1985
H 11.1807 6.2739 -10.7189
H 9.7655 6.5536 -9.8561
H 12.2462 3.9666 -7.6984
H 12.7530 5.6829 -7.7416
H 12.9326 4.5402 -9.1826
H 10.6721 4.2073 -9.6195
H 8.3854 5.5868 -7.2458
H 9.9910 6.5136 -6.7453
H 8.5045 3.7704 -4.8253
H 9.8334 2.7307 -5.3116
H 8.5211 3.0265 -6.4949
C -4.8144 -2.4781 -11.5028
C -5.2240 -1.1596 -12.0806
C -4.0984 -0.1474 -12.1329
O -4.7234 1.0650 -12.5431
C -4.3001 2.3643 -12.2419
N -5.8325 -1.0533 -13.5315
H -5.2148 -1.1947 -14.3127
H -6.6107 -1.6954 -13.5658
H -6.2194 -0.1137 -13.6949
H -4.5287 -2.2682 -10.4381
H -3.9881 -2.9511 -11.9957
H -5.6028 -3.2048 -11.3634
H -6.0948 -0.7674 -11.4779
H -3.3971 -0.5155 -12.9434
H -3.4489 0.0578 -11.2783
H -4.3929 2.9666 -13.1699
H -3.3447 2.4257 -11.7220
H -5.0342 2.7626 -11.4919
C -7.3867 -9.8269 1.6922
C -7.3302 -9.5733 0.2068
C -6.2225 -8.5368 -0.1089
O -4.9805 -9.1865 -0.1412
C -3.9106 -8.5700 0.5806
N -7.0910 -10.9025 -0.4826
H -7.0163 -10.7904 -1.4881
H -6.2113 -11.1784 -0.1092
H -7.7859 -11.5957 -0.2186
H -8.0541 -10.6277 1.9886
H -7.7239 -8.9521 2.2229
H -6.3671 -10.0082 2.0828
H -8.2990 -9.2017 -0.2002
H -6.1947 -7.7822 0.6565
H -6.3428 -7.9444 -1.0718
H -2.9078 -8.8070 0.1827
H -4.0015 -8.9744 1.6206
H -3.9943 -7.4513 0.6620
C -6.6415 6.8262 2.5045
C -7.5635 7.4424 3.4881
N -8.0829 6.5587 4.6182
C -8.7881 7.4312 5.6646
C -9.1373 5.5184 4.0865
C -10.5315 6.0413 3.6353
C -7.0829 5.7340 5.3195
C -5.8996 6.5104 5.9591
O -4.7360 5.7728 6.0360
C -3.6361 6.0213 6.7002
H -5.6535 6.5581 3.0064
H -6.4555 7.7232 1.8200
H -6.9792 6.0717 1.7713
H -8.4584 7.9088 3.1216
H -7.1104 8.3183 3.9895
H -9.5132 6.7474 6.1439
H -9.2164 8.2370 5.0304
H -8.0891 7.8358 6.4617
H -9.0830 4.7114 4.8797
H -8.5569 5.0827 3.2025
H -10.6567 7.0675 3.1958
H -11.3861 5.8807 4.3482
H -10.7732 5.2267 2.9029
H -6.7091 4.9494 4.6861
H -7.6960 5.2682 6.1265
H -6.1184 6.8003 6.9734
H -5.6757 7.5251 5.4145
H -3.2835 7.1141 6.9508
H -2.8585 5.2206 6.6072
H -3.8664 6.1127 7.8794
C -1.5401 2.7121 -0.9861
C -1.1562 3.6683 -1.9735
N 0.3675 4.4931 -1.1905
C 1.2734 3.3019 -0.7136
C 1.0621 5.3651 -2.2645
C 0.2438 6.4123 -2.8603
C -0.2675 5.2668 -0.1453
C 0.8207 6.0767 0.4545
O 1.3635 5.7893 1.5469
C 2.0682 6.8184 2.4753
H -0.7843 1.9466 -0.7250
H -2.3926 2.2148 -1.4995
H -2.0753 3.1034 -0.1496
H -1.7588 4.5454 -2.1897
H -0.6338 3.3157 -2.8877
H 2.2263 3.7216 -0.3954
H 1.5114 2.6962 -1.5941
H 0.7733 2.7758 0.0914
H 1.3885 4.7061 -3.1409
H 1.8805 5.7461 -1.7010
H 0.0207 7.2878 -2.2263
H -0.7019 5.9790 -3.0780
H 0.7805 6.7784 -3.7224
H -0.8646 4.6967 0.6295
H -0.9632 6.0072 -0.5554
H 1.0616 7.1627 0.0287
H 8.5608 10.8308 -1.6873
H 2.9900 6.3834 2.7075
H 1.3734 6.8615 3.2803
H 2.1618 7.7926 1.9860
*
```

=====

> Which formula does entry 1 have?

CH3BrNO3S

=====

> What is the formula in the first record?

CH3BrNO3S

=====

> Which value of strongest force on any atom does entry 4 give?

11.73 eV/A